Record 1
{"formula": "C4H7NO2", "method": "ωB97M-V/def2-TZVPD", "total_energy_ha": -361.73369, "homo_energy_ev": -10.1, "e_above_lowest_kj_mol": 386.39, "orbital_gap_ev": 9.53, "species": ["C", "C", "C", "C", "N", "O", "O", "H", "H", "H", "H", "H", "H", "H"], "coordinates": [[-1.66083, -1.28297, -0.05515], [0.29353, 0.78848, -1.50894], [0.98400, 0.09774, -0.24742], [0.06386, 0.05784, 0.88380], [-2.54868, -1.78090, -0.59296], [0.29120, -0.93965, 1.81045], [-0.25467, 1.21766, 1.45467], [1.13682, 1.19155, -1.99284], [-0.53736, 1.62690, -1.18485], [-0.33709, 0.04658, -2.03688], [1.28506, -0.92202, -0.43569], [1.83979, 0.74620, 0.12882], [0.08320, -1.90061, 1.49552], [-0.63882, 1.05320, 2.28147]]}

***

Record 2
{"formula": "C32H58N4O15", "method": "ωB97M-V/def2-TZVPD", "total_energy_ha": -2601.36879, "homo_energy_ev": -10.1, "e_above_lowest_kj_mol": 414.16, "orbital_gap_ev": 10.10, "smiles": "C[C@H]1COC(=O)O1.COC(=O)OC.COC(=O)OC.COC(=O)OC.COC(=O)OC.CCCC#N.CCCC#N.CCCC#N.CCCC#N", "species": ["C", "C", "C", "O", "C", "O", "O", "H", "H", "H", "H", "H", "H", "C", "O", "C", "O", "O", "C", "H", "H", "H", "H", "H", "H", "C", "O", "C", "O", "O", "C", "H", "H", "H", "H", "H", "H", "C", "O", "C", "O", "O", "C", "H", "H", "H", "H", "H", "H", "C", "O", "C", "O", "O", "C", "H", "H", "H", "H", "H", "H", "C", "C", "C", "C", "N", "H", "H", "H", "H", "H", "H", "H", "C", "C", "C", "C", "N", "H", "H", "H", "H", "H", "H", "H", "C", "C", "C", "C", "N", "H", "H", "H", "H", "H", "H", "H", "C", "C", "C", "C", "N", "H", "H", "H", "H", "H", "H", "H"], "coordinates": [[1.08894, 14.51989, 9.12580], [1.38164, 14.63781, 7.59598], [0.69187, 15.90230, 6.98469], [1.82606, 16.72497, 6.82753], [2.98307, 16.08022, 7.13677], [4.09408, 16.59072, 7.07429], [2.77631, 14.93602, 7.62322], [1.62734, 15.37346, 9.66663], [1.48708, 13.47720, 9.35445], [-0.02491, 14.59930, 9.35121], [1.03623, 13.74846, 7.01978], [-0.02803, 16.37661, 7.64492], [0.31459, 15.97372, 5.97385], [-3.51675, 16.27540, 14.35220], [-2.24013, 16.33358, 13.85544], [-1.61391, 15.20940, 13.44787], [-2.11261, 13.92309, 13.88586], [-0.44249, 15.38088, 12.83515], [0.36964, 14.28518, 12.50434], [-4.30518, 15.94714, 13.62246], [-3.75055, 17.21795, 14.93260], [-3.57646, 15.43796, 15.02073], [0.89177, 13.93958, 13.38099], [1.14816, 14.61587, 11.82122], [-0.36043, 13.63952, 12.07512], [1.97917, 17.27637, 13.74519], [2.54952, 16.77632, 12.55175], [3.64257, 17.32080, 12.05408], [4.53967, 18.15077, 12.78637], [3.80408, 17.08037, 10.81775], [4.57545, 18.01657, 10.08180], [2.05329, 18.37314, 13.64764], [2.55126, 16.86527, 14.60414], [0.95429, 16.94334, 13.84329], [4.20964, 18.96643, 10.31569], [4.51723, 17.88679, 9.03820], [5.67421, 17.89130, 10.37537], [6.49112, 14.49603, 8.03057], [7.76809, 15.16195, 7.92145], [7.74267, 16.54406, 8.05252], [6.61099, 17.38778, 7.61358], [8.92692, 17.01717, 8.31207], [9.10034, 18.35094, 7.96806], [5.66696, 15.09437, 8.42525], [6.66951, 13.59563, 8.62947], [6.13958, 14.21509, 7.00969], [10.16281, 18.68480, 8.24385], [8.48576, 18.90971, 8.61405], [8.95648, 18.40025, 6.84570], [5.24806, 15.33747, 14.74122], [5.12973, 13.89782, 14.86358], [5.80765, 13.25854, 15.72088], [6.91818, 13.72395, 16.36761], [5.26595, 12.11591, 16.01902], [6.02351, 11.22295, 16.82999], [4.22085, 15.61706, 14.75351], [5.49156, 15.63016, 13.77739], [5.89431, 15.89743, 15.37712], [6.89507, 10.92367, 16.35226], [5.38396, 10.41038, 17.17835], [6.34437, 11.73668, 17.73013], [7.59373, 16.72545, 11.60593], [8.34084, 15.65216, 12.39245], [9.84478, 15.93908, 12.60363], [10.58622, 16.41635, 11.39352], [11.20410, 16.72872, 10.45867], [7.60004, 16.73739, 10.53533], [7.81579, 17.66626, 12.12215], [6.58667, 16.64130, 11.92167], [8.34064, 14.64449, 11.86343], [7.87924, 15.34471, 13.32120], [10.41652, 15.11678, 13.05784], [9.94221, 16.70519, 13.36703], [1.14426, 18.46816, 9.60997], [-0.06191, 17.89460, 10.28255], [-0.97923, 18.93965, 10.62144], [-2.23263, 18.36620, 10.98073], [-3.27076, 17.85603, 11.26109], [0.81945, 19.25601, 8.92164], [1.78994, 17.67010, 9.17788], [1.74438, 18.93406, 10.36250], [0.08280, 17.19258, 11.15214], [-0.51896, 17.12854, 9.66722], [-1.18856, 19.63273, 9.79974], [-0.71107, 19.51715, 11.49289], [2.68929, 20.22185, 7.11910], [3.58842, 20.15052, 5.86205], [4.97397, 20.66040, 6.25558], [5.07616, 21.99417, 5.76212], [5.14075, 23.12687, 5.39838], [2.67214, 21.35554, 7.25833], [3.11717, 19.61559, 7.86734], [1.66781, 19.97505, 6.91712], [3.04483, 20.65016, 5.03472], [3.58601, 19.07735, 5.68596], [5.64280, 20.05207, 5.71402], [5.17548, 20.64554, 7.26885], [0.58746, 14.79300, 16.50835], [1.42716, 13.60937, 16.00229], [2.22683, 12.86035, 17.07827], [1.30281, 12.44674, 18.19450], [0.58735, 12.11247, 18.99681], [1.22339, 15.65568, 16.44206], [0.16068, 14.46652, 17.47284], [-0.21944, 14.86630, 15.87345], [2.14241, 13.97044, 15.28518], [0.75247, 12.90525, 15.67953], [2.85166, 13.61322, 17.48922], [2.77911, 12.01291, 16.74171]]}

***

Record 3
{"formula": "C6H17N2P", "method": "ωB97M-V/def2-TZVPD", "total_energy_ha": -689.49961, "homo_energy_ev": -5.4, "e_above_lowest_kj_mol": 183.16, "orbital_gap_ev": 6.28, "smiles": "CCP(N(C)C)N(C)C", "species": ["C", "C", "P", "N", "C", "C", "N", "C", "C", "H", "H", "H", "H", "H", "H", "H", "H", "H", "H", "H", "H", "H", "H", "H", "H", "H"], "coordinates": [[-0.64910, 2.57032, 1.14322], [-1.31658, 1.47910, 0.34343], [-0.23713, -0.01300, -0.15401], [0.73910, 0.19340, -1.52849], [1.93318, -0.65598, -1.50222], [0.73417, 1.41692, -2.31033], [-0.17173, -1.46620, 0.90729], [-0.48323, -2.80385, 0.30533], [-0.65304, -1.33344, 2.30157], [0.15791, 2.12108, 1.71206], [-0.15216, 3.28360, 0.40747], [-1.31958, 3.05848, 1.87785], [-1.63624, 1.86875, -0.59768], [-2.10953, 1.17859, 1.00977], [1.64346, -1.69656, -1.55683], [2.46395, -0.50590, -2.45662], [2.73845, -0.56736, -0.74147], [-0.21198, 1.57781, -2.77543], [1.37836, 1.15839, -3.16578], [1.08132, 2.31384, -1.74796], [-0.16675, -3.53164, 1.02946], [0.15813, -2.83840, -0.56445], [-1.54622, -2.81710, 0.01409], [-0.61496, -0.35930, 2.66837], [-1.69817, -1.60484, 2.43456], [-0.06163, -2.02671, 2.94684]]}

***

Record 4
{"formula": "C3H7ClN2O", "method": "ωB97M-V/def2-TZVPD", "total_energy_ha": -763.39314, "homo_energy_ev": -9.8, "e_above_lowest_kj_mol": 115.98, "orbital_gap_ev": 10.47, "smiles": "[H]/N=C(/NO)[C@H](C)Cl", "species": ["H", "N", "C", "N", "O", "C", "C", "Cl", "H", "H", "H", "H", "H", "H"], "coordinates": [[1.58582, -1.82912, 0.22531], [1.83253, -0.90085, 0.48553], [0.99726, -0.03897, 0.07347], [1.17750, 1.33015, 0.40442], [-0.05398, 1.99408, 0.70362], [-0.25337, -0.31682, -0.75614], [-1.43062, -0.75304, 0.08601], [0.06936, -1.54685, -1.94403], [1.72555, 1.36681, 1.22250], [-0.02483, 2.62279, -0.03645], [-0.43032, 0.62570, -1.30171], [-1.25549, -1.72488, 0.54366], [-2.27871, -0.82356, -0.56943], [-1.66072, -0.00544, 0.86324]]}